DFT (ωB97M-V/def2-TZVPD) results for a single C3H3NOS molecule at a distorted geometry.

Geometry (Å):
1 C 2.753 -0.331 -0.042
2 C 1.573 -0.096 0.087
3 C 0.147 0.001 0.011
4 S -0.665 1.503 -0.005
5 N -0.478 -1.152 -0.012
6 O -1.813 -1.326 -0.065
7 H 3.776 -0.388 -0.197
8 H 0.076 -2.029 0.339
9 H -2.198 -0.404 0.205

## Properties
**Kohn-Sham gap**: 8.813 eV
**Calculated total energy**: -644.15679 a.u.
**Largest force on an atom**: 0.0807 Eh/bohr
**Highest occupied orbital energy**: -8.93 eV
**Structure (SMILES)**: C#CC(=S)NO
**ΔE to the lowest compared entry with this formula, charge and spin**: 341.69 kJ/mol